Density functional theory data (ωB97M-V/def2-TZVPD) for a 12-piece molecular cluster, C53H76F5N5O11 overall in a non-equilibrium geometry.

LUMO energy   0.0121 Ha
M   1054.205 g/mol
E_HOMO   -0.32354 hartree

Last columns: bonded neighbours and bond lengths (Å).
Geometry (Å):
1 C 6.89653 -13.61098 15.50961  C2 1.478, H8 1.105, H9 1.077, H10 1.087
2 C 5.75252 -13.54265 16.44265  C1 1.478, O3 1.441, H11 1.066, H12 1.102
3 O 4.90920 -12.43523 16.06811  C2 1.441, C4 1.319
4 C 3.76011 -12.38317 16.71336  O3 1.319, O5 1.196, O6 1.362
5 O 3.31018 -13.23584 17.42172  C4 1.196
6 O 3.16488 -11.19201 16.42561  C4 1.362, C7 1.466
7 C 1.80901 -11.01962 16.95589  O6 1.466, H13 1.119, H14 1.095, H15 1.087
8 H 6.54211 -13.65504 14.46418  C1 1.105
9 H 7.62052 -14.37143 15.74951  C1 1.077
10 H 7.41283 -12.66434 15.64353  C1 1.087
11 H 6.12262 -13.25113 17.39887  C2 1.066
12 H 5.10042 -14.43023 16.41382  C2 1.102
13 H 1.63152 -11.27625 18.03015  C7 1.119
14 H 1.11348 -11.56981 16.31385  C7 1.095
15 H 1.66670 -9.95153 16.81362  C7 1.087
16 C 2.54381 -15.99699 12.82449  C17 1.513, H23 1.105, H24 1.060, H25 1.087
17 C 3.96390 -16.50989 12.91475  C16 1.513, O18 1.414, H26 1.082, H27 1.080
18 O 4.78183 -15.48463 12.38547  C17 1.414, C19 1.366
19 C 6.14276 -15.58651 12.44564  O18 1.366, O20 1.209, O21 1.301
20 O 6.69493 -16.48299 13.04009  C19 1.209
21 O 6.74991 -14.58484 11.88024  C19 1.301, C22 1.447
22 C 5.92929 -13.49300 11.40285  O21 1.447, H28 1.123, H29 1.096, H30 1.110
23 H 2.07908 -15.90108 11.82664  C16 1.105
24 H 2.41642 -15.12984 13.42088  C16 1.060
25 H 1.96504 -16.77472 13.31584  C16 1.087
26 H 4.12422 -17.41992 12.35234  C17 1.082
27 H 4.21563 -16.76009 13.93444  C17 1.080
28 H 6.64232 -12.67120 11.12297  C22 1.123
29 H 5.20449 -13.29340 12.20089  C22 1.096
30 H 5.34202 -13.93219 10.56915  C22 1.110
31 F 1.25239 -22.73397 13.86340  C32 1.340
32 C 2.53843 -23.10096 13.94438  F31 1.340, C33 1.417, C37 1.397
33 C 3.04924 -23.78133 15.07696  C32 1.417, C34 1.416, H38 1.067
34 C 4.43841 -24.04847 15.14254  C33 1.416, C35 1.390, H39 1.066
35 C 5.29406 -23.65088 14.12170  C34 1.390, C36 1.402, H40 1.114
36 C 4.75458 -23.00517 13.00004  C35 1.402, C37 1.402, H41 1.067
37 C 3.38099 -22.74734 12.88774  C32 1.397, C36 1.402, H42 1.057
38 H 2.42672 -24.17505 15.84954  C33 1.067
39 H 4.90045 -24.49713 15.99246  C34 1.066
40 H 6.39343 -23.80089 14.22300  C35 1.114
41 H 5.44209 -22.71792 12.23568  C36 1.067
42 H 2.93783 -22.31694 12.03055  C37 1.057
43 F 8.76881 -19.39068 21.24823  C44 1.332
44 C 8.09984 -18.23898 21.28498  F43 1.332, C45 1.378, C49 1.370
45 C 6.95054 -18.12116 20.53325  C44 1.378, C46 1.430, H50 1.082
46 C 6.38338 -16.81601 20.39024  C45 1.430, C47 1.442, H51 1.110
47 C 6.89200 -15.76844 21.24030  C46 1.442, C48 1.410, H52 1.072
48 C 8.04331 -15.94513 22.03563  C47 1.410, C49 1.386, H53 1.063
49 C 8.57918 -17.22324 22.06896  C44 1.370, C48 1.386, H54 1.106
50 H 6.57916 -18.92002 19.90433  C45 1.082
51 H 5.50287 -16.80711 19.71436  C46 1.110
52 H 6.43900 -14.80816 21.09559  C47 1.072
53 H 8.46792 -15.09472 22.51197  C48 1.063
54 H 9.51743 -17.44871 22.60884  C49 1.106
55 F 9.70902 -18.42894 15.34721  C56 1.403
56 C 9.68799 -17.22737 16.07123  F55 1.403, C57 1.388, C61 1.403
57 C 9.41204 -17.37683 17.42373  C56 1.388, C58 1.381, H62 1.094
58 C 9.44319 -16.27602 18.25724  C57 1.381, C59 1.416, H63 1.089
59 C 9.82156 -14.98776 17.80682  C58 1.416, C60 1.375, H64 1.076
60 C 10.16464 -14.93091 16.47701  C59 1.375, C61 1.390, H65 1.065
61 C 10.08684 -15.97981 15.56798  C56 1.403, C60 1.390, H66 1.081
62 H 9.07323 -18.37295 17.72338  C57 1.094
63 H 9.06512 -16.33701 19.27719  C58 1.089
64 H 9.98543 -14.18540 18.50403  C59 1.076
65 H 10.43157 -14.00336 16.02634  C60 1.065
66 H 10.25298 -15.86197 14.50655  C61 1.081
67 F 2.93569 -17.64675 22.83923  C68 1.357
68 C 2.85739 -17.19240 21.56328  F67 1.357, C69 1.369, C73 1.396
69 C 2.56280 -18.10518 20.58606  C68 1.369, C70 1.371, H74 1.102
70 C 2.64867 -17.67284 19.28833  C69 1.371, C71 1.377, H75 1.080
71 C 2.86139 -16.33272 19.05291  C70 1.377, C72 1.394, H76 1.091
72 C 3.10364 -15.38851 20.04941  C71 1.394, C73 1.361, H77 1.090
73 C 3.08982 -15.83468 21.33563  C68 1.396, C72 1.361, H78 1.103
74 H 2.32663 -19.14580 20.85958  C69 1.102
75 H 2.44737 -18.34191 18.46497  C70 1.080
76 H 2.95122 -15.97616 18.02573  C71 1.091
77 H 3.34984 -14.35279 19.81438  C72 1.090
78 H 3.33845 -15.17680 22.18534  C73 1.103
79 F 6.14860 -23.50916 18.45966  C80 1.358
80 C 7.33029 -23.01940 18.00510  F79 1.358, C81 1.395, C85 1.389
81 C 7.97507 -23.61104 16.91926  C80 1.395, C82 1.406, H86 1.105
82 C 9.11342 -22.91732 16.47235  C81 1.406, C83 1.363, H87 1.031
83 C 9.63900 -21.88568 17.19188  C82 1.363, C84 1.403, H88 1.077
84 C 9.03423 -21.43521 18.37478  C83 1.403, C85 1.370, H89 1.090
85 C 7.87114 -22.01916 18.80211  C80 1.389, C84 1.370, H90 1.077
86 H 7.62165 -24.53599 16.42831  C81 1.105
87 H 9.58139 -23.24669 15.61449  C82 1.031
88 H 10.53166 -21.43819 16.78961  C83 1.077
89 H 9.48618 -20.59426 18.90110  C84 1.090
90 H 7.36128 -21.79531 19.72447  C85 1.077
91 C 0.19476 -18.01250 16.37403  N92 1.443, H96 1.113, H97 1.078, H98 1.091
92 N 0.98605 -18.99814 15.67713  C91 1.443, C93 1.351, H99 1.009
93 C 2.29199 -18.78149 15.40831  N92 1.351, C94 1.503, O95 1.197
94 C 3.00338 -19.81614 14.58219  C93 1.503, H100 1.063, H101 1.083, H102 1.095
95 O 2.78361 -17.72958 15.70017  C93 1.197
96 H 0.64426 -17.00217 16.24537  C91 1.113
97 H 0.23320 -18.21331 17.43211  C91 1.078
98 H -0.86292 -18.07823 16.11400  C91 1.091
99 H 0.66342 -19.95179 15.74149  N92 1.009
100 H 3.09838 -20.74438 15.09091  C94 1.063
101 H 3.99850 -19.46192 14.34425  C94 1.083
102 H 2.38138 -20.03746 13.70906  C94 1.095
103 C 6.68796 -20.36106 15.68505  N104 1.440, H108 1.099, H109 1.090, H110 1.109
104 N 6.32008 -18.96918 15.72347  C103 1.440, C105 1.359, H111 1.012
105 C 5.75131 -18.41410 16.82621  N104 1.359, C106 1.515, O107 1.254
106 C 5.53599 -16.92189 16.68123  C105 1.515, H112 1.116, H113 1.116, H114 1.051
107 O 5.57380 -19.08899 17.86800  C105 1.254
108 H 7.71381 -20.52921 15.32741  C103 1.099
109 H 5.98206 -20.92510 15.07516  C103 1.090
110 H 6.56266 -20.74466 16.71855  C103 1.109
111 H 6.43593 -18.47009 14.85017  N104 1.012
112 H 5.65858 -16.57409 15.62786  C106 1.116
113 H 6.33543 -16.35669 17.21769  C106 1.116
114 H 4.62346 -16.62100 17.10799  C106 1.051
115 C 3.14062 -21.49156 18.05112  N116 1.458, H120 1.076, H121 1.101, H122 1.095
116 N 3.80272 -20.91930 19.21742  C115 1.458, C117 1.361, H123 1.004
117 C 3.47682 -21.35830 20.46352  N116 1.361, C118 1.536, O119 1.215
118 C 4.38972 -20.85241 21.59038  C117 1.536, H124 1.104, H125 1.062, H126 1.091
119 O 2.51583 -22.08220 20.63640  C117 1.215
120 H 2.74235 -22.44233 18.35893  C115 1.076
121 H 3.79516 -21.54910 17.16778  C115 1.101
122 H 2.27109 -20.87449 17.80075  C115 1.095
123 H 4.55610 -20.27812 19.04700  N116 1.004
124 H 4.75849 -21.73861 22.13615  C118 1.104
125 H 3.81602 -20.30867 22.30011  C118 1.062
126 H 5.25670 -20.29632 21.23192  C118 1.091
127 C 10.25749 -15.66177 11.13037  N128 1.497, H132 1.103, H133 1.075, H134 1.105
128 N 9.78240 -16.71700 12.08006  C127 1.497, C129 1.377, H135 1.001
129 C 10.29274 -17.99194 11.97293  N128 1.377, C130 1.555, O131 1.238
130 C 9.43838 -19.11802 12.62014  C129 1.555, H136 1.109, H137 1.070, H138 1.104
131 O 11.34112 -18.27606 11.37996  C129 1.238
132 H 9.91708 -14.71817 11.58960  C127 1.103
133 H 9.77249 -15.83970 10.18777  C127 1.075
134 H 11.35753 -15.72008 11.03935  C127 1.105
135 H 8.81058 -16.67526 12.31652  N128 1.001
136 H 9.13516 -19.77323 11.77867  C130 1.109
137 H 8.61013 -18.66202 13.12148  C130 1.070
138 H 10.16855 -19.66462 13.24147  C130 1.104
139 C 6.17183 -19.89191 11.54227  N140 1.421, H144 1.122, H145 1.108, H146 1.088
140 N 6.79800 -19.62455 10.29466  C139 1.421, C141 1.355, H147 1.002
141 C 6.36649 -18.58524 9.53927  N140 1.355, C142 1.456, O143 1.217
142 C 6.84928 -18.48449 8.16921  C141 1.456, H148 1.082, H149 1.092, H150 1.101
143 O 5.65246 -17.71320 9.99862  C141 1.217
144 H 5.08082 -19.70913 11.35629  C139 1.122
145 H 6.64980 -19.22808 12.29018  C139 1.108
146 H 6.27345 -20.95426 11.75637  C139 1.088
147 H 7.23579 -20.31549 9.71610  N140 1.002
148 H 7.58343 -19.22948 7.89085  C142 1.082
149 H 7.44286 -17.57385 8.06011  C142 1.092
150 H 6.03479 -18.52914 7.42950  C142 1.101